The following is a DFT calculation (wB97M-V/def2-TZVPD) of one molecule with the formula C6H4N2 at a distorted geometry.

Summary:
M, g/mol: 104.11
Energy relative to the best compared isomer or geometry (same formula, charge and spin), kJ/mol: 343.03
2S+1: 1
HOMO level, eV: -9.70
Charge: 0

```
12
C6H4N2 wB97M-V/def2-TZVPD
H -1.508 3.298 -0.897
N -0.485 2.839 -0.668
C -0.515 1.535 -0.422
C 0.735 0.787 -0.040
C 0.364 -0.515 0.032
C 1.036 -1.679 0.637
C 1.231 -2.681 1.373
C -1.051 -0.511 -0.379
N -1.664 0.586 -0.761
H 1.621 1.335 0.080
H 1.790 -3.508 1.786
H -1.553 -1.486 -0.741
```

***

The following is a DFT calculation (wB97M-V/def2-TZVPD) of one molecule with the formula C6H4N2.

Summary:
M, g/mol: 104.11
Energy relative to the best compared isomer or geometry (same formula, charge and spin), kJ/mol: 182.26
2S+1: 1
HOMO level, eV: -10.78
Charge: 0

```
12
C6H4N2 wB97M-V/def2-TZVPD
C -0.860 -1.619 -1.545
C -0.643 -0.464 -1.016
C -0.411 0.696 -0.482
C 0.629 0.929 0.606
C 1.462 -0.240 0.811
N 2.113 -1.164 0.960
C -0.051 1.251 1.848
N -0.616 1.510 2.805
H -0.335 -1.959 -2.421
H -1.596 -2.293 -1.129
H -0.968 1.577 -0.772
H 1.275 1.776 0.335
```

***

The following is a DFT calculation (wB97M-V/def2-TZVPD) of one molecule with the formula C6H4N2O2 at a distorted geometry.

Summary:
M, g/mol: 136.11
Energy relative to the best compared isomer or geometry (same formula, charge and spin), kJ/mol: 143.51
2S+1: 1
HOMO level, eV: -9.19
Charge: 0

```
14
C6H4N2O2 wB97M-V/def2-TZVPD
C 2.232 2.158 -1.758
C 1.513 1.366 -1.197
C 0.624 0.503 -0.454
C 1.007 0.111 0.800
C 0.055 -0.756 1.579
O 0.175 -1.257 2.674
N -1.101 -1.058 0.804
C -1.390 -0.576 -0.416
O -2.542 -0.952 -0.937
N -0.578 0.201 -1.064
H 2.839 2.843 -2.284
H 1.916 0.453 1.264
H -1.650 -1.789 1.231
H -3.098 -1.246 -0.241
```

***

The following is a DFT calculation (wB97M-V/def2-TZVPD) of an isolated ion of composition C6H4N3O2 and charge -1 at a distorted geometry.

Summary:
M, g/mol: 150.12
2S+1: 3
HOMO level (spin up / spin down), eV: -1.03 / -5.06
Charge: -1

```
15
C6H4N3O2 wB97M-V/def2-TZVPD
C -0.921 0.415 -2.197
C 1.660 -0.967 1.027
C 1.669 0.372 1.482
C 0.815 -1.177 -0.046
C 0.716 0.947 0.643
C -2.414 0.138 -0.130
N -0.816 0.773 -3.292
N 0.217 0.038 -0.257
N -0.962 0.220 -0.910
O -2.366 0.568 0.975
O -3.236 -0.239 -0.905
H 2.415 -1.777 1.458
H 2.256 0.877 2.227
H 0.477 -2.201 -0.391
H 0.489 2.012 0.317
```

***

The following is a DFT calculation (wB97M-V/def2-TZVPD) of an isolated ion of composition C6H4N5 and charge +1 at a distorted geometry.

Summary:
M, g/mol: 146.13
Energy relative to the best compared isomer or geometry (same formula, charge and spin), kJ/mol: 197.15
2S+1: 1
HOMO level (spin up / spin down), eV: -12.57 / -12.81
Charge: +1

```
15
C6H4N5 wB97M-V/def2-TZVPD
C -3.285 1.128 1.982
C 0.625 2.341 -0.490
C 0.733 -2.161 -0.361
C -0.309 -0.448 0.221
C -1.280 1.647 0.710
C 0.807 0.029 -0.482
N -0.522 2.477 0.199
N 1.231 1.244 -0.806
N -0.348 -1.748 0.291
N -2.345 1.463 1.366
N 1.459 -1.140 -0.849
H -4.108 0.745 2.522
H 1.070 3.273 -0.813
H 0.979 -3.197 -0.488
H 2.324 -1.199 -1.368
```

***

The following is a DFT calculation (wB97M-V/def2-TZVPD) of C6H4NO2Sr as an isolated structure at a distorted geometry.

Summary:
M, g/mol: 209.72
2S+1: 1
HOMO level, eV: -11.50
Charge: +1

```
14
C6H4NO2Sr wB97M-V/def2-TZVPD
O 3.081 0.130 1.500
C 2.551 0.168 0.246
O 3.425 0.136 -0.937
C 0.888 0.273 0.169
C -0.016 -1.111 -0.034
C -1.661 -0.915 -0.045
C -2.226 0.611 0.146
N -1.432 1.880 0.295
C 0.057 1.680 0.308
H 0.470 -2.185 -0.148
H -2.428 -1.812 -0.147
H -3.415 0.726 0.163
H 0.722 2.662 0.449
Sr -0.015 -2.243 -1.965
```

***

The following is a DFT calculation (wB97M-V/def2-TZVPD) of one molecule with the formula C6H4O at a distorted geometry.

Summary:
M, g/mol: 92.10
Energy relative to the best compared isomer or geometry (same formula, charge and spin), kJ/mol: 262.81
2S+1: 1
HOMO level, eV: -10.16
Charge: 0

```
11
C6H4O wB97M-V/def2-TZVPD
C -2.041 -2.199 -1.257
C -1.985 -1.166 -0.636
C -1.420 -0.629 0.594
O -1.882 -0.937 1.670
C -0.198 0.118 0.420
C 0.806 0.768 0.281
C 1.972 1.631 0.163
H -2.055 -3.180 -1.660
H 2.810 1.235 0.744
H 1.712 2.616 0.560
H 2.281 1.743 -0.880
```

***

The following is a DFT calculation (wB97M-V/def2-TZVPD) of one molecule with the formula C6H4O.

Summary:
M, g/mol: 92.10
Energy relative to the best compared isomer or geometry (same formula, charge and spin), kJ/mol: 220.33
2S+1: 1
HOMO level, eV: -10.24
Charge: 0

```
11
C6H4O wB97M-V/def2-TZVPD
C -1.756 -2.363 -1.452
C -0.764 -2.059 -0.840
C 0.433 -1.686 -0.091
O 1.258 -2.505 0.258
C 0.532 -0.270 0.210
C 0.558 0.906 0.481
C 0.552 2.323 0.831
H -2.633 -2.641 -1.996
H 1.563 2.741 0.821
H 0.141 2.450 1.838
H -0.071 2.892 0.134
```

***

The following is a DFT calculation (wB97M-V/def2-TZVPD) of one molecule with the formula C6H4O.

Summary:
M, g/mol: 92.10
Energy relative to the best compared isomer or geometry (same formula, charge and spin), kJ/mol: 273.97
2S+1: 1
HOMO level, eV: -8.95
Charge: 0

```
11
C6H4O wB97M-V/def2-TZVPD
C -1.996 -2.043 -1.485
C -1.183 -1.461 -0.674
C -0.361 -0.364 -0.218
C 0.038 0.028 1.021
C 0.897 1.153 0.824
C 0.943 1.353 -0.517
O 0.183 0.441 -1.168
H -1.133 -2.476 -0.177
H -0.255 -0.426 1.958
H 1.412 1.727 1.581
H 1.455 2.067 -1.145
```

***

The following is a DFT calculation (wB97M-V/def2-TZVPD) of one molecule with the formula C6H4O2 at a distorted geometry.

Summary:
M, g/mol: 108.10
Energy relative to the best compared isomer or geometry (same formula, charge and spin), kJ/mol: 190.27
2S+1: 1
HOMO level, eV: -9.95
Charge: 0

```
12
C6H4O2 wB97M-V/def2-TZVPD
C 2.651 -0.339 -0.828
C 1.632 0.240 -0.496
C 0.325 0.722 -0.023
C -0.700 0.950 -1.053
C -1.768 0.272 -0.819
O -1.664 -0.440 0.396
C -0.332 -0.389 0.889
O 0.197 -0.962 1.788
H 3.718 -0.677 -0.810
H 0.403 1.586 0.595
H -0.508 1.597 -1.906
H -2.718 -0.023 -1.365
```

***

The following is a DFT calculation (wB97M-V/def2-TZVPD) of one molecule with the formula C6H4O2S at a distorted geometry.

Summary:
M, g/mol: 140.16
Energy relative to the best compared isomer or geometry (same formula, charge and spin), kJ/mol: 30.01
2S+1: 1
HOMO level (spin up / spin down), eV: -9.05 / -9.05
Charge: 0

```
13
C6H4O2S wB97M-V/def2-TZVPD
C -0.138 -2.349 -0.031
C 1.392 -0.431 0.175
C -0.781 -1.168 -0.095
C 0.086 -0.019 -0.013
C -2.302 -0.917 0.055
C -0.424 1.277 -0.051
O -2.999 -1.887 -0.172
O -2.562 0.246 0.418
S 1.573 -2.129 0.100
H -0.570 -3.330 -0.009
H 2.261 0.199 0.165
H -0.031 2.050 0.589
H -1.177 1.555 -0.766
```

***

The following is a DFT calculation (wB97M-V/def2-TZVPD) of C6H4O2S as an isolated structure at a distorted geometry.

Summary:
M, g/mol: 140.16
2S+1: 3
HOMO level (spin up / spin down), eV: -8.05 / -10.09
Charge: 0

```
13
C6H4O2S wB97M-V/def2-TZVPD
C 0.789 -0.755 -0.068
C -0.074 -0.672 -1.161
C 0.373 -0.631 1.249
C -1.483 -0.483 -1.051
C -0.996 -0.339 1.165
C -1.851 -0.255 0.235
O -4.438 1.300 0.364
O -4.661 -1.121 0.502
S -4.172 0.020 -0.238
H 1.912 -0.887 -0.135
H 0.544 -0.852 -2.083
H 0.968 -0.737 2.250
H -2.117 -0.186 -2.004
```

***

The following is a DFT calculation (wB97M-V/def2-TZVPD) of C6H5AgFI as an isolated structure at a distorted geometry.

Summary:
M, g/mol: 330.88
2S+1: 2
HOMO level (spin up / spin down), eV: -10.74 / -10.74
Charge: +1

```
14
C6H5AgFI wB97M-V/def2-TZVPD
Ag 6.596 4.890 -1.653
I 3.186 3.633 -2.682
F -3.027 -1.400 1.690
C -1.951 -1.079 1.042
C -0.664 -1.183 1.628
C 0.470 -0.846 0.948
C 0.341 -0.365 -0.375
C -0.909 -0.296 -1.038
C -2.018 -0.589 -0.239
H -0.537 -1.657 2.590
H 1.388 -0.836 1.517
H 1.218 0.136 -0.760
H -1.083 0.162 -2.000
H -3.009 -0.572 -0.667
```